[1]
Computed, not measured: C4H6S in the gas phase in a non-equilibrium geometry, with the ωB97M-V functional and the def2-TZVPD basis.

Energy relative to the best compared isomer or geometry (same formula, charge and spin) (kJ/mol): 136.0
Calculated total energy (a.u.): -554.12036
Highest occupied orbital energy (eV): -8.73
SMILES string: C=C1S[C@@H]1C
Lowest unoccupied orbital energy (eV): 0.93

XYZ file:
```
11
Properties=species:S:1:pos:R:3:nbo_charge:R:1
C 0.892 -0.155 0.895 -0.058
C 0.909 0.774 1.795 -0.437
C 0.269 -0.926 -0.180 -0.346
C -0.328 -0.148 -1.257 -0.634
S 2.065 -1.054 -0.141 0.138
H 1.749 1.165 2.383 0.225
H -0.101 1.037 2.322 0.207
H -0.431 -1.749 0.137 0.236
H -0.254 0.940 -1.274 0.227
H -1.391 -0.299 -1.350 0.218
H 0.092 -0.383 -2.245 0.224
```

=====

[2]
Computed, not measured: a molecular structure, C25H24ClIrNO2 in a non-equilibrium geometry, with the ωB97M-V functional and the def2-TZVPD basis.

Energy relative to the best compared isomer or geometry (same formula, charge and spin) (kJ/mol): 16.1
Calculated total energy (a.u.): -1736.53896
Highest occupied orbital energy (spin up / spin down) (eV): -4.40 / -7.83
2S+1: 6
Lowest unoccupied orbital energy (spin up / spin down) (eV): 0.19 / -3.41

XYZ file:
```
54
Properties=species:S:1:pos:R:3:mulliken_charge:R:1
C -0.492 2.446 -3.084 -0.842
C -1.805 2.949 -3.362 -0.487
C -2.682 1.828 -3.535 -0.478
H -2.095 3.993 -3.419 0.361
C -1.905 0.617 -3.322 -0.646
C -0.551 1.028 -3.080 -0.205
H 0.300 0.369 -2.964 0.499
H 0.393 3.033 -2.870 0.470
H -3.745 1.873 -3.765 0.478
H -2.278 -0.402 -3.346 0.475
Ir -2.036 1.695 -1.552 1.299
Cl -0.686 3.050 -0.271 -0.545
C -2.471 0.939 0.960 0.250
C -2.773 0.047 -0.108 -0.913
C -3.753 0.690 -0.966 -0.884
H -2.407 -0.970 -0.215 0.742
C -3.962 2.032 -0.431 -0.352
C -3.236 2.124 0.803 -0.734
H -3.199 2.991 1.449 0.356
H -1.686 0.760 1.695 0.328
H -4.302 0.216 -1.773 0.655
H -4.627 2.773 -0.868 0.464
C -0.485 -1.722 4.047 -1.816
C 0.283 -0.643 3.337 1.404
C 0.069 0.692 3.711 -0.959
C 0.672 1.754 3.027 -0.685
C 1.504 1.462 1.964 -0.965
C 1.768 0.132 1.618 0.185
N 2.735 -0.016 0.635 0.228
C 2.832 -0.945 -0.384 -0.035
C 4.124 -1.236 -0.858 -0.617
C 4.309 -2.255 -1.778 -0.587
C 3.195 -2.977 -2.251 -0.619
C 1.903 -2.647 -1.826 -0.763
C 1.710 -1.601 -0.918 1.053
C 0.311 -1.090 -0.608 0.309
O -0.599 -1.931 -0.385 -0.790
O 0.208 0.173 -0.631 -0.730
C 1.200 -0.958 2.325 1.334
C 1.545 -2.397 2.063 -1.551
H -1.121 -2.300 3.360 0.311
H 0.178 -2.429 4.561 0.392
H -1.139 -1.274 4.803 0.409
H -0.602 0.889 4.556 0.316
H 0.492 2.795 3.307 0.385
H 1.961 2.242 1.357 0.325
H 3.459 0.703 0.636 0.361
H 4.951 -0.663 -0.431 0.401
H 5.319 -2.483 -2.111 0.405
H 3.338 -3.802 -2.949 0.413
H 1.012 -3.181 -2.163 0.462
H 0.833 -2.849 1.350 0.250
H 2.556 -2.545 1.668 0.340
H 1.476 -2.977 2.991 0.543
```

=====

[3]
Computed, not measured: 2 unconnected molecules or ions with the total composition C15H28BCl2N2O2S in a non-equilibrium geometry, with the ωB97M-V functional and the def2-TZVPD basis.

Net charge: +1
Calculated total energy (a.u.): -2191.51602
Highest occupied orbital energy (eV): -12.41
Lowest unoccupied orbital energy (eV): -3.43

XYZ file:
```
51
Properties=species:S:1:pos:R:3:nbo_charge:R:1
C 3.345 -4.019 1.794 -0.249
C 2.963 -3.651 0.551 -0.326
C 1.808 -2.762 0.405 0.424
N 1.852 -1.461 0.310 -0.568
B 3.140 -0.627 0.342 1.237
C 3.350 0.291 1.595 -1.059
O 4.012 -0.690 -0.706 -0.911
C 0.583 -0.888 0.221 0.205
C 0.251 0.554 0.137 -0.507
C 0.896 1.273 -1.082 -0.074
O 2.066 1.982 -0.693 -0.555
C 1.918 3.396 -0.793 -0.061
C 0.867 3.959 0.181 -0.648
C -0.272 -1.934 0.271 0.152
C -1.770 -1.997 0.260 -0.454
C -2.448 -1.376 -0.977 -0.389
C -3.982 -1.346 -0.707 -0.394
C -4.507 0.061 -0.364 -0.606
N 0.488 -3.087 0.383 -0.453
S -0.006 -4.719 0.488 0.253
H 2.655 -4.453 2.518 0.217
H 4.378 -3.917 2.122 0.220
H 3.550 -4.010 -0.293 0.258
H 2.510 0.192 2.292 0.228
H 3.396 1.345 1.321 0.290
H 4.246 -0.042 2.130 0.263
H 4.632 -1.416 -0.539 0.519
H 0.684 1.031 1.023 0.249
H -0.816 0.755 0.161 0.261
H 0.170 1.941 -1.545 0.205
H 1.245 0.519 -1.796 0.189
H 2.871 3.850 -0.520 0.196
H 1.688 3.664 -1.830 0.175
H 1.027 5.027 0.324 0.231
H 0.865 3.416 1.125 0.211
H -0.119 3.824 -0.275 0.197
H -2.118 -3.027 0.332 0.242
H -2.142 -1.492 1.159 0.234
H -2.062 -0.388 -1.226 0.198
H -2.306 -2.031 -1.841 0.211
H -4.550 -1.811 -1.512 0.215
H -4.159 -1.953 0.187 0.193
H -4.704 0.651 -1.256 0.212
H -5.424 -0.066 0.216 0.217
H -3.805 0.581 0.286 0.198
H -0.135 -5.077 -0.812 0.141
C -3.245 4.102 -0.768 -0.389
Cl -3.637 4.188 0.949 -0.005
Cl -2.611 2.504 -1.206 -0.052
H -4.144 4.285 -1.345 0.233
H -2.494 4.849 -0.995 0.227
```

=====

[4]
Computed, not measured: a molecular structure, C5H9NO in a non-equilibrium geometry, with the ωB97M-V functional and the def2-TZVPD basis.

Energy relative to the best compared isomer or geometry (same formula, charge and spin) (kJ/mol): 481.9
Calculated total energy (a.u.): -325.75402
Highest occupied orbital energy (eV): -9.17
Lowest unoccupied orbital energy (eV): 0.40

XYZ file:
```
16
Properties=species:S:1:pos:R:3:nbo_charge:R:1
C 0.966 0.836 -0.931 -0.711
C 0.140 0.821 0.332 0.544
C 0.778 -0.998 1.389 -0.060
N 1.435 -1.828 0.690 -0.614
O 0.214 1.651 1.227 -0.580
H 2.224 -2.235 1.202 0.343
H 1.031 -0.702 2.419 0.176
H 0.882 -0.101 -1.480 0.237
H 0.641 1.671 -1.553 0.250
H 2.010 0.976 -0.649 0.239
C -1.448 0.293 0.040 -0.356
C -1.970 -0.001 -1.152 -0.360
H -1.374 -0.111 -2.050 0.199
H -2.076 0.489 0.904 0.222
H -0.413 -0.633 0.894 0.264
H -3.040 -0.130 -1.284 0.209
```